# 1
C13H23FeI2NO5S2Ti as an isolated structure in a non-equilibrium geometry, computed with the ωB97M-V functional and the def2-TZVPD basis.

```
48
Properties=species:S:1:pos:R:3:forces:R:3:mulliken_charge:R:1
I 0.2363 -4.5501 -1.3996 -0.05 -0.36 -0.10 0.48
I 1.2316 -3.3206 -3.4051 -0.29 -0.43 -0.43 0.51
Fe 0.3686 0.1299 -1.5308 -1.24 -0.61 -2.65 0.01
Ti 0.5132 -0.2385 1.0945 -1.95 -0.09 2.04 -0.34
S 1.7585 -1.1222 -0.5808 2.17 -1.74 -0.48 0.26
S -1.2282 -0.7167 -0.4299 -2.20 -1.16 -0.03 -0.13
C 2.1592 0.4485 2.2933 5.21 4.05 3.20 0.42
C 3.7349 -1.0407 -1.3237 1.09 -0.10 0.64 1.06
C -3.1533 -0.1311 -0.6438 -0.72 0.00 0.11 1.21
C 3.8276 -0.6453 -2.7716 -1.03 0.39 -0.14 -1.08
C 4.2580 -0.0466 -0.3176 -0.03 0.37 0.24 -1.15
C 4.1259 -2.4862 -1.1070 -0.56 -0.28 0.24 -1.07
C -3.4305 -0.3314 -2.1299 0.74 -0.26 -0.13 -1.39
C -3.2512 1.2911 -0.1781 0.38 0.60 0.00 -1.16
C -3.9050 -1.1288 0.2337 0.46 -0.46 0.05 -1.34
C 1.2549 1.6953 -1.5610 7.89 3.13 -3.31 0.16
C -0.0317 1.8854 -1.1422 -7.29 5.64 1.19 1.13
O 2.9487 1.1018 2.8371 -3.78 -3.30 -2.44 -0.08
O 2.1250 2.4278 -1.9674 -2.07 -2.03 1.45 -0.31
O -0.7344 2.8639 -0.9908 2.54 -3.50 -0.43 -0.35
H 3.4282 0.3576 -2.9647 0.26 -0.13 0.01 0.31
H 3.2757 -1.3584 -3.3950 0.27 0.14 -0.02 0.13
H 4.8776 -0.6642 -3.1143 -0.23 -0.04 0.39 0.47
H 3.8487 0.9569 -0.4791 0.21 -0.12 -0.18 0.29
H 5.3449 0.0209 -0.3707 0.13 -0.03 -0.17 0.49
H 3.9949 -0.3298 0.7035 0.35 -0.23 -0.15 0.25
H 3.8425 -2.8547 -0.1116 0.29 0.10 -0.19 0.37
H 5.2113 -2.5946 -1.2226 -0.10 0.12 -0.04 0.47
H 3.6322 -3.1243 -1.8582 0.42 0.14 0.26 0.18
H -4.4565 -0.0361 -2.3871 0.17 -0.02 0.26 0.46
H -3.2956 -1.3882 -2.3926 -0.21 0.20 0.01 0.39
H -2.7408 0.2484 -2.7627 -0.32 0.04 0.20 0.33
H -4.2737 1.6755 -0.2864 0.10 -0.27 -0.02 0.64
H -2.5906 1.9492 -0.7460 -0.46 -0.12 -0.02 0.39
H -2.9468 1.4023 0.8650 -0.28 -0.16 -0.04 -0.12
H -4.9825 -0.9103 0.2648 0.29 0.13 -0.22 0.46
H -3.5377 -1.1423 1.2705 -0.10 0.13 -0.22 0.28
H -3.7786 -2.1425 -0.1692 -0.18 0.19 0.15 0.40
N -2.4224 1.0915 4.2420 -0.60 -0.25 0.24 -0.22
C -1.8173 2.0435 3.2450 -0.63 0.05 0.77 -0.78
C -0.8758 1.2005 2.4679 1.07 -0.53 0.32 1.31
O -0.3924 1.5638 1.3399 0.10 -0.49 1.28 -0.41
O -0.5146 0.0906 3.0028 0.00 0.72 -1.66 -0.74
H -3.0123 0.3832 3.7635 0.33 0.35 0.35 0.29
H -3.0372 1.5609 4.9187 0.13 0.12 0.05 0.41
H -1.6863 0.5671 4.7534 -0.41 0.32 -0.16 0.34
H -2.6069 2.5069 2.6512 0.12 -0.06 -0.02 0.43
H -1.2964 2.8412 3.7927 0.05 -0.16 -0.18 0.40
```
Positions in Å, forces in eV/Å.

Output
net charge = +4
2S+1 = 7
DFT total energy = -4443.31346 Eh
<S²> = 12.0804
Kohn-Sham gap (spin up / spin down) = 6.9 / 5.2 eV

=====

# 2
A 3-piece molecular cluster, C30H43BClN3O4 overall in a non-equilibrium geometry, computed with the ωB97M-V functional and the def2-TZVPD basis.

```
82
Properties=species:S:1:pos:R:3:forces:R:3:mulliken_charge:R:1
C -0.3870 -1.3791 1.7739 0.03 -0.11 -0.05 -0.70
O 0.2014 -0.0976 1.7812 -0.07 0.13 -0.01 -0.10
C 1.4655 -0.0238 2.4194 0.07 -0.12 0.11 -0.67
C 2.6674 -0.1822 1.4474 -0.18 -0.15 0.37 -0.52
C 2.2802 -0.1060 -0.0238 0.25 0.17 -0.22 -0.15
C 2.1582 1.3326 -0.5478 0.02 0.00 0.15 -0.21
C 2.3552 1.5107 -2.0642 -0.28 0.19 0.21 -0.84
C 1.0458 1.5667 -2.8650 0.16 -0.13 -0.07 -0.84
C 0.0502 0.4441 -2.5367 -0.14 0.11 -0.29 0.65
C -1.4338 0.8659 -2.5263 0.09 -0.08 0.04 -1.75
C -1.8799 1.2574 -1.1460 -0.26 0.12 -0.15 0.66
C -1.4363 2.3170 -0.4732 0.00 0.14 0.09 -0.07
C -1.8440 2.5212 0.9349 0.01 -0.11 0.05 0.01
O -1.1414 3.1177 1.7273 -0.07 0.25 -0.05 -0.69
C -3.1539 1.9547 1.3630 -0.45 -0.04 -0.22 0.39
B -3.8249 2.6750 2.6022 -0.36 0.17 0.29 0.71
O -4.1635 1.8917 3.6826 0.97 -0.26 0.06 -0.70
N -4.1003 4.0950 2.5856 0.83 -0.27 -0.48 -0.01
C -3.2210 4.9253 3.4157 -0.28 0.08 0.20 -1.06
C -4.2589 4.6701 1.2533 -0.03 0.21 0.04 -0.87
C -3.6418 0.9042 0.6951 -0.04 -0.02 -0.16 0.07
C -4.9440 0.2388 1.0718 0.07 -0.20 -0.01 -0.59
C -5.7021 -0.5088 -0.0370 -0.25 0.03 0.07 -1.21
C -5.4764 -2.0178 -0.0176 -0.03 -0.05 0.04 -0.42
Cl -5.6063 -2.7361 -1.6526 -0.01 0.00 -0.04 -0.23
C -2.8251 0.3412 -0.4264 0.20 -0.13 0.12 0.46
O -2.8868 -0.8350 -0.7208 -0.06 0.07 -0.09 -0.63
H -1.0553 -1.5089 2.6333 0.05 -0.01 0.02 0.24
H 0.3671 -2.1743 1.7936 -0.01 0.02 -0.03 0.25
H -0.9705 -1.4901 0.8581 0.00 0.02 0.04 0.23
H 1.5011 0.9315 2.9446 -0.06 0.09 -0.17 0.35
H 1.5238 -0.8016 3.1909 -0.01 0.06 0.03 0.40
H 3.1707 -1.1301 1.6541 -0.07 -0.05 -0.10 -0.13
H 3.3974 0.5935 1.6954 0.02 -0.01 -0.11 0.43
H 3.0280 -0.6320 -0.6250 0.04 0.01 0.08 0.38
H 1.3386 -0.6356 -0.1582 0.08 -0.13 -0.06 0.05
H 1.1882 1.7418 -0.2458 0.06 0.03 0.04 -0.51
H 2.9083 1.9280 -0.0179 0.01 0.02 -0.08 0.74
H 2.8733 2.4610 -2.2245 0.08 -0.08 -0.10 0.24
H 2.9947 0.7190 -2.4566 -0.03 0.00 0.00 0.32
H 1.2868 1.4847 -3.9285 0.02 0.14 0.01 0.39
H 0.5910 2.5554 -2.7415 -0.08 -0.08 0.18 0.50
H 0.1666 -0.3460 -3.2812 0.11 -0.08 0.12 0.43
H 0.2679 0.0184 -1.5622 0.01 -0.12 -0.04 -0.66
H -1.6081 1.7038 -3.2075 0.06 -0.03 -0.01 0.49
H -2.0371 0.0274 -2.8726 -0.10 0.06 0.07 0.34
H -0.7237 3.0253 -0.8800 0.08 -0.09 0.03 0.41
H -3.9669 2.2670 4.5467 -0.52 0.22 0.02 0.31
H -2.4260 5.3707 2.8093 -0.01 -0.04 -0.02 0.26
H -3.7818 5.7282 3.9017 0.05 0.00 0.02 0.31
H -2.7159 4.3269 4.1762 -0.12 0.03 0.08 0.37
H -3.3220 4.6985 0.6787 -0.01 0.00 0.03 0.29
H -5.0045 4.1164 0.6829 0.03 -0.02 0.00 0.24
H -4.6113 5.7005 1.3417 -0.04 -0.03 0.01 0.36
H -4.7444 -0.4498 1.9003 -0.04 0.02 0.01 0.35
H -5.5982 1.0090 1.4827 0.07 0.01 0.07 0.40
H -5.4830 -0.1107 -1.0281 0.14 0.01 0.06 0.44
H -6.7672 -0.3337 0.1288 -0.01 0.01 -0.13 0.46
H -6.2407 -2.5197 0.5716 0.07 0.02 0.10 0.43
H -4.4940 -2.2751 0.3650 0.01 0.02 -0.11 0.21
C 3.8811 -2.0778 -6.7451 0.00 0.01 0.01 -0.10
C 4.1201 -0.7159 -6.6523 0.00 -0.02 0.00 -0.80
C 3.6260 -0.0330 -5.5511 -0.01 0.02 0.02 -0.02
N 2.9304 -0.6128 -4.5760 0.00 -0.10 -0.10 -0.11
C 2.7084 -1.9213 -4.6777 -0.01 0.01 0.02 -0.05
C 3.1603 -2.6958 -5.7359 0.01 0.00 -0.01 -0.83
H 4.2504 -2.6471 -7.5883 0.00 0.00 0.00 0.38
H 4.6777 -0.1899 -7.4150 0.00 0.00 0.00 0.35
H 3.7958 1.0335 -5.4428 0.00 0.00 -0.01 0.39
H 2.1399 -2.3704 -3.8699 0.01 -0.01 0.00 0.41
H 2.9500 -3.7561 -5.7637 0.00 0.00 0.00 0.36
C 4.6871 -5.0267 4.6756 0.00 0.01 -0.01 -0.24
C 5.7966 -4.7828 3.8822 -0.01 0.00 0.01 -0.39
C 5.6213 -4.0837 2.6968 0.00 0.01 -0.02 -0.25
N 4.4422 -3.6331 2.2752 -0.01 0.01 0.01 -0.43
C 3.3857 -3.8755 3.0471 -0.01 0.03 -0.03 0.13
C 3.4529 -4.5626 4.2498 0.01 -0.01 0.01 -0.56
H 4.7823 -5.5678 5.6081 0.00 0.00 0.00 0.37
H 6.7805 -5.1253 4.1721 0.00 0.00 0.00 0.35
H 6.4679 -3.8736 2.0524 0.01 -0.01 0.01 0.36
H 2.4359 -3.4977 2.6819 -0.01 -0.01 0.02 0.31
H 2.5583 -4.7270 4.8348 0.00 0.00 -0.01 0.35
```
Positions in Å, forces in eV/Å.

Output
net charge = 0
DFT total energy = -2119.21459 Eh
SMILES string = COCCCCCCCCC1=CC(=O)C(B(O)N(C)C)=C(CCCCl)C1=O.c1ccncc1.c1ccncc1
Kohn-Sham gap = 8.2 eV

=====

# 3
C13H33BaO14 as an isolated structure in a non-equilibrium geometry, computed with the ωB97M-V functional and the def2-TZVPD basis.

```
61
Properties=species:S:1:pos:R:3:forces:R:3:mulliken_charge:R:1
Ba 0.3919 0.3748 0.5872 -1.03 1.39 1.49 1.56
O 4.2116 -0.3794 2.4159 0.09 0.45 0.76 -0.49
C 3.2948 0.2610 3.1768 -0.21 -0.42 -1.20 0.62
O 2.1158 0.2740 2.8196 -0.49 -0.29 -0.37 -0.26
O 3.6062 0.8482 4.2130 0.70 0.44 1.03 -0.33
H 3.6571 -0.6823 1.6931 0.16 -0.36 -0.45 0.24
O 2.4307 4.7906 0.3882 0.16 0.89 -1.99 -0.51
C 1.8246 3.8155 1.0078 0.31 -0.43 8.70 0.33
O 1.2640 2.9271 0.3765 -1.50 -2.73 -3.50 -0.35
O 1.8069 3.8549 2.2555 0.53 -0.06 -0.44 -0.66
H 1.8467 4.4871 -0.3107 0.55 1.73 -3.19 0.29
O -2.5116 0.6283 3.6550 -4.39 -2.13 -0.11 -0.41
C -1.4070 1.1706 3.9670 7.59 3.70 1.78 0.42
O -1.1250 1.5469 5.1407 -2.04 -1.10 -0.67 -0.75
O -0.5727 1.3038 3.0449 0.38 -0.69 -2.41 -0.56
H -2.8110 0.5632 4.5648 -1.54 -0.46 0.53 0.22
C -4.8316 0.2784 0.9236 0.18 -0.45 -1.51 -1.44
C -3.5794 0.5453 0.1019 0.32 1.90 1.64 -0.13
O -2.4668 0.0715 0.8311 1.31 -1.10 -1.22 -0.04
H -4.9340 -0.8064 0.9497 -0.56 0.00 0.27 0.33
H -5.6476 0.7644 0.3887 -0.39 -0.27 0.30 0.41
H -4.7394 0.6862 1.9303 0.10 0.02 -0.15 0.35
H -3.4641 1.6287 0.0679 -0.06 0.40 -0.18 0.19
H -3.4953 0.2700 -0.9494 -0.44 -0.85 0.26 0.34
H -2.6026 0.0879 1.7813 -0.22 0.35 0.51 0.11
C -0.4967 1.0019 -3.7984 -0.58 -0.17 -0.02 -1.10
C -1.5143 1.3644 -2.7196 1.78 -0.31 -0.80 0.22
O -0.7332 1.6914 -1.5656 -1.19 -0.35 0.72 -0.07
H -1.0324 0.6318 -4.6725 0.21 0.13 -0.30 0.43
H 0.1447 0.2068 -3.4183 0.01 0.09 -0.06 0.09
H 0.1097 1.8771 -4.0318 0.02 -0.07 -0.24 0.43
H -2.0945 0.4620 -2.5267 -0.09 0.28 0.49 -0.34
H -2.1602 2.1591 -3.0927 -0.11 0.19 0.49 0.32
H -0.1597 2.4533 -1.6765 0.02 0.30 -0.24 0.07
C 4.0384 1.1417 -3.0415 0.50 0.79 1.55 -1.15
C 3.5010 1.2188 -1.5951 1.50 0.18 -0.79 -0.29
O 2.2378 0.6256 -1.6488 -1.53 -0.57 1.03 0.03
H 3.3311 1.6453 -3.7005 0.10 -0.19 -0.07 0.25
H 4.1940 0.0946 -3.3013 0.00 0.08 -0.28 0.37
H 4.9871 1.6784 -3.0344 0.15 -0.14 -0.48 0.42
H 3.5024 2.2182 -1.1599 -0.73 0.13 -0.41 0.25
H 4.1126 0.6689 -0.8798 0.45 -0.25 -0.13 0.28
H 2.4425 -0.2954 -1.8260 -0.26 -0.16 -0.37 0.09
C 1.2515 -3.4772 2.5654 -1.20 0.27 1.81 -0.85
C -0.0699 -2.6849 2.8860 1.87 -0.20 0.65 -0.45
O -0.4883 -2.2271 1.6587 -1.44 0.73 -2.08 -0.17
H 1.4908 -3.9911 3.4965 0.46 -0.46 -0.26 0.38
H 2.1071 -2.8591 2.2935 -0.25 0.32 0.04 0.09
H 1.0440 -4.1647 1.7454 0.03 -0.21 0.19 0.32
H 0.0221 -1.8019 3.5183 0.59 -0.11 0.22 0.28
H -0.8808 -3.2671 3.3236 0.36 -0.51 0.25 0.37
H -0.9876 -2.9785 1.3305 -0.22 0.39 -0.80 0.14
C -1.6807 -2.6957 -3.0559 -0.08 1.10 0.98 -1.17
C -1.0761 -2.5809 -1.6288 -0.75 -1.62 -0.72 -0.37
O -0.1100 -1.5829 -1.4936 0.89 1.39 -0.01 0.04
H -2.2654 -1.7861 -3.1934 0.15 0.23 -0.35 0.20
H -2.4355 -3.4770 -3.1452 0.43 -0.37 0.11 0.40
H -0.9078 -2.7403 -3.8232 -0.12 -0.23 0.02 0.29
H -0.5940 -3.5235 -1.3694 -0.28 -0.27 0.19 0.43
H -1.8644 -2.3576 -0.9098 -0.06 -0.07 0.03 0.10
H 0.7725 -1.9590 -1.5294 -0.13 -0.27 -0.25 0.16
```
Positions in Å, forces in eV/Å.

Output
net charge = 0
2S+1 = 2
DFT total energy = -1593.94411 Eh
<S²> = 0.7573
Kohn-Sham gap (spin up / spin down) = 6.2 / 3.5 eV

=====

# 4
A 2-piece molecular cluster, C2H3IS overall in a non-equilibrium geometry, computed with the ωB97M-V functional and the def2-TZVPD basis.

```
7
Properties=species:S:1:pos:R:3:forces:R:3:mulliken_charge:R:1
C 1.4861 1.1484 -1.5288 0.19 -1.66 0.84 0.17
C 1.5045 0.3285 -0.6401 0.21 0.34 0.32 -0.72
I 1.8185 -0.9274 0.8971 -0.19 0.34 -0.31 0.27
H 1.6622 1.3876 -2.5293 -0.16 0.98 -0.85 0.33
S -2.4421 -0.1092 1.5184 1.16 -1.88 -0.89 -0.30
H -1.0928 -0.4872 1.2461 -1.80 0.48 0.35 0.09
H -2.9364 -1.3407 1.0367 0.59 1.41 0.55 0.15
```
Positions in Å, forces in eV/Å.

Output
net charge = 0
energy relative to the best compared isomer or geometry (same formula, charge and spin) = 187.41 kJ/mol
DFT total energy = -773.77659 Eh
SMILES string = C#CI.S
Kohn-Sham gap = 9.8 eV

=====

# 5
A 2-piece molecular cluster, C3H8NO overall in a non-equilibrium geometry, computed with the ωB97M-V functional and the def2-TZVPD basis.

```
13
Properties=species:S:1:pos:R:3:forces:R:3:mulliken_charge:R:1
C -0.6221 -1.9254 -0.1495 -1.62 -0.27 2.42 -0.67
C -0.8007 -0.6138 -0.0790 -0.90 -0.23 2.10 0.10
C -0.2717 1.6965 -0.5197 0.87 -1.31 -2.45 -0.02
N -0.0317 0.4269 -0.6667 0.20 -0.18 -4.23 -0.26
O 1.3793 0.7579 1.2723 -0.47 1.97 -0.10 -0.57
H -1.0380 -2.7613 0.5301 -0.18 2.19 -0.94 0.25
H 0.0336 -2.3935 -0.7493 2.53 -1.07 -2.53 0.31
H -1.4547 -0.2187 0.7040 0.07 0.03 -0.42 0.23
H 0.3526 2.3897 -1.1237 -0.46 -0.40 0.88 0.26
H -1.2173 1.9664 -0.1283 -0.40 0.54 1.25 0.26
H 1.3667 0.3135 0.4381 0.96 -0.84 0.44 0.36
H 0.6409 0.1423 -1.5061 -1.37 0.70 2.50 0.42
H 1.6632 0.2195 1.9779 0.76 -1.14 1.08 0.32
```
Positions in Å, forces in eV/Å.

Output
net charge = +1
energy relative to the best compared isomer or geometry (same formula, charge and spin) = 256.09 kJ/mol
DFT total energy = -248.73836 Eh
Kohn-Sham gap = 9.3 eV

=====

# 6
C23H26F5N5OS5V as an isolated structure in a non-equilibrium geometry, computed with the ωB97M-V functional and the def2-TZVPD basis.

```
66
Properties=species:S:1:pos:R:3:forces:R:3:mulliken_charge:R:1
V -0.0289 -1.1023 -0.1208 -0.31 -1.36 -0.58 0.60
C 1.0733 -1.2925 5.4032 0.02 -0.01 -0.03 -0.96
C -0.1937 -0.4953 5.0972 0.06 0.02 -0.08 -1.03
N 0.0222 0.5936 4.1624 0.05 0.07 -0.30 0.27
C 0.4436 1.8616 4.7391 -0.07 -0.10 -0.07 -0.64
C -0.7133 2.8364 4.9357 -0.06 0.03 -0.03 -1.21
C -0.0058 0.4241 2.7759 -0.19 -0.68 0.38 0.23
S -0.3402 -1.1804 2.1961 0.14 0.65 0.90 -0.36
N 0.2351 1.5403 2.1098 0.11 0.49 -0.39 0.11
C 0.2730 1.6741 0.7702 -0.48 -1.72 -0.36 -0.88
O 0.0494 0.7537 -0.1069 0.27 2.83 1.01 0.43
C 0.5726 3.0010 0.2227 0.10 0.69 -0.32 0.75
C 0.8325 4.1172 1.0303 -0.05 -0.12 -0.11 -0.12
C 1.0981 5.3568 0.4616 0.00 -0.03 -0.04 -0.63
C 1.1127 5.5164 -0.9228 -0.06 -0.23 0.13 -0.34
C 0.8578 4.4103 -1.7319 0.01 0.02 0.06 -0.77
C 0.5923 3.1685 -1.1716 0.04 0.03 0.08 -0.51
H 0.8682 -2.0855 6.1326 0.01 0.09 -0.07 0.38
H 1.8533 -0.6415 5.8110 -0.03 -0.04 -0.01 0.30
H 1.4461 -1.7504 4.4851 -0.02 0.03 0.05 0.23
H -0.5878 -0.0545 6.0187 -0.04 0.00 0.02 0.42
H -0.9571 -1.1584 4.6962 -0.02 -0.02 -0.03 0.46
H 1.1845 2.3123 4.0840 0.08 0.02 -0.02 0.38
H 0.9237 1.6466 5.6992 0.00 0.00 -0.01 0.45
H -1.1499 3.0700 3.9618 0.02 -0.02 0.08 0.22
H -0.3737 3.7695 5.4023 -0.02 -0.10 -0.04 0.34
H -1.4900 2.3967 5.5697 0.04 0.03 -0.04 0.41
H 0.8205 3.9876 2.1055 0.00 0.01 -0.03 0.30
H 1.2999 6.2073 1.1049 -0.01 -0.02 -0.01 0.37
H 1.3216 6.4852 -1.3632 0.00 -0.03 0.02 0.36
H 0.8721 4.5138 -2.8122 0.00 -0.02 0.06 0.39
H 0.4039 2.3020 -1.7965 0.00 0.04 0.01 0.55
N -2.7867 0.6554 -0.0998 0.01 -0.21 -0.20 -0.06
N -4.0183 0.0205 -0.2600 0.14 0.36 0.10 -0.55
C -4.0564 -1.3379 -0.3077 -0.07 -0.16 -0.06 0.46
N -5.3498 -1.7727 -0.5906 -0.05 -0.16 0.05 -0.63
S -2.8093 -2.3774 -0.1199 0.13 0.07 0.05 -0.27
H -2.8844 1.5053 0.4317 -0.05 0.02 0.10 0.23
H -2.3411 0.8238 -0.9993 0.07 0.02 -0.01 0.11
H -4.6803 0.4574 -0.8839 -0.08 0.05 -0.12 0.28
H -6.0615 -1.3116 -0.0415 -0.04 0.04 -0.01 0.22
H -5.4066 -2.7778 -0.5333 -0.01 0.00 -0.02 0.25
C 4.3668 -2.9230 -0.2403 -0.04 0.07 0.00 -1.65
C 2.8652 -2.7028 -0.2740 0.16 0.20 0.05 0.44
S 2.3318 -1.0274 -0.1509 0.60 0.00 -0.08 -0.54
C 1.9899 -3.7078 -0.3970 -0.25 -0.14 -0.02 0.47
C 2.4135 -5.1516 -0.4984 -0.05 0.00 0.00 -1.41
S 0.2454 -3.4274 -0.4653 0.15 -0.98 -0.13 -0.43
H 4.8809 -1.9614 -0.2290 -0.03 -0.02 0.00 0.33
H 4.7183 -3.4775 -1.1167 0.01 0.00 0.00 0.34
H 4.6846 -3.4779 0.6502 -0.02 0.00 0.00 0.32
H 3.5007 -5.2655 -0.4951 -0.05 -0.01 0.00 0.35
H 2.0209 -5.6097 -1.4142 0.01 0.05 0.05 0.25
H 2.0063 -5.7285 0.3402 0.01 0.01 -0.03 0.23
F -0.1501 -1.3488 -8.6356 0.03 -0.03 -0.18 -0.34
C -0.3951 -1.1685 -7.3235 0.01 0.01 -0.14 0.65
C 0.4167 -0.3625 -6.5604 0.14 0.13 0.26 -0.09
F 1.4661 0.2484 -7.1433 0.07 0.05 -0.02 -0.33
C 0.1562 -0.1809 -5.2136 0.17 0.09 -0.16 0.27
F 0.9883 0.6272 -4.5513 0.08 0.11 0.07 -0.28
C -0.9233 -0.7706 -4.5513 -0.01 0.00 0.37 -0.56
S -1.2707 -0.5077 -2.8703 -0.14 0.16 -0.17 -0.22
C -1.7096 -1.5879 -5.3680 -0.13 -0.08 -0.19 0.24
F -2.7790 -2.2161 -4.8648 -0.11 -0.05 0.05 -0.31
C -1.4677 -1.7781 -6.7172 -0.18 -0.11 0.23 0.05
F -2.2775 -2.5637 -7.4552 -0.07 -0.06 -0.03 -0.33
```
Positions in Å, forces in eV/Å.

Output
net charge = -2
energy relative to the best compared isomer or geometry (same formula, charge and spin) = 151.04 kJ/mol
2S+1 = 4
DFT total energy = -4675.41934 Eh
<S²> = 3.7861
Kohn-Sham gap (spin up / spin down) = 4.3 / 4.8 eV